<P>
Density functional theory data (wB97M-V/def2-TZVPD) for a cluster of 7 separate species, H14O7 in total.

Structure (XYZ):
```
21
Properties=species:S:1:pos:R:3:lowdin_charge:R:1
H 0.09 -0.87 1.59 0.046
H 0.14 -2.16 0.69 0.004
H -0.78 1.22 -1.70 0.019
H -0.55 2.67 0.36 0.075
O -0.06 2.47 -0.47 -0.061
H 0.84 2.86 -0.38 0.091
H 1.28 0.76 0.98 -0.023
H -1.66 -0.93 0.75 0.055
O -1.89 0.03 0.60 -0.084
H 1.82 -0.79 -0.44 0.126
O 0.84 0.88 1.84 -0.073
O -0.31 -1.81 1.47 -0.091
O 0.58 -2.28 -1.13 -0.086
O -0.99 0.27 -1.88 -0.135
H -1.51 0.13 -1.00 0.022
O 1.81 0.27 -0.48 -0.092
H -0.12 -2.95 -1.23 0.070
H 0.09 -1.53 -1.59 0.062
H 0.78 1.80 2.10 0.050
H -1.17 0.51 1.04 0.016
H 0.98 0.63 -0.86 0.010
```

The SMILES is O.O.O.O.O.O.O. Its gap between HOMO and LUMO is 10.9 eV. Its HOMO energy is -0.4038 Ha. The net charge is 0.

<Q>
Density functional theory data (wB97M-V/def2-TZVPD) for a structure of composition H14O7.

Structure (XYZ):
```
21
Properties=species:S:1:pos:R:3:lowdin_charge:R:1
H -12.64 0.57 21.38 0.151
H -12.34 1.51 26.14 0.009
H -12.05 0.65 23.26 -0.111
O -15.07 2.78 21.67 -0.037
H -14.42 2.19 23.00 -0.035
O -16.60 1.67 23.49 -0.046
H -13.04 1.56 23.07 -0.133
H -15.74 1.86 23.11 -0.037
O -11.35 0.47 23.89 -0.036
H -11.46 1.21 22.08 0.125
H -13.33 1.35 25.01 -0.062
H -15.95 3.66 24.15 0.049
O -13.25 1.28 25.96 -0.077
H -10.90 1.30 24.00 0.052
O -14.99 3.58 24.12 -0.046
H -15.59 3.57 21.53 0.088
H -14.73 4.10 23.36 0.042
O -13.83 1.72 23.59 -0.102
H -17.21 2.16 22.94 0.034
H -15.48 2.12 21.11 0.094
O -12.41 1.14 22.12 0.077
```

Its gap between HOMO and LUMO is 8.6 eV. Its HOMO energy is -0.3297 Ha. The net charge is 0.

So which one wins? Going from most stable to least: <P>, <Q>.